Record 1
ORCA calculation (ωB97M-V with the def2-TZVPD basis set) on a 2-piece molecular cluster, C2H4NO2 overall.

The relative energy (zero: lowest compared OMol25 entry of this formula, charge and spin) is 27.79 kcal per mole. Its gap between HOMO and LUMO is 11.4 eV.

ORCA input file:
```
! RIJCOSX wB97M-V def2-TZVPD def2/J DEFGRID3
* xyz 1 1
H -0.1903 -0.0581 -0.0987
C 2.0905 0.2691 0.0778
N -1.4013 0.1781 -0.2489
H 2.2864 1.0673 -0.7480
H 2.8710 -0.1009 0.7878
C -2.1965 -0.7494 -0.1017
O -2.9048 -1.6286 -0.0951
O 1.0520 -0.1420 0.5731
H -1.6070 1.1645 -0.1462
*
```

Atomic partial charges in e from the Löwdin method, atoms 1 to 6: number 1, H, carries 0.158; number 2, C, carries 0.031; number 3, N, carries 0.224; number 4, H, carries 0.154; number 5, H, carries 0.126; number 6, C, carries -0.210

***

Record 2
ORCA calculation (ωB97M-V with the def2-TZVPD basis set) on an isolated ion of composition C2H4NO2 and charge +1.

The relative energy (zero: lowest compared OMol25 entry of this formula, charge and spin) is 55.03 kcal per mole. Its gap between HOMO and LUMO is 11.2 eV. The SMILES is [NH3+][C@H]1OC1=O.

ORCA input file:
```
! RIJCOSX wB97M-V def2-TZVPD def2/J DEFGRID3
* xyz 1 1
H 0.1361 -1.2872 0.3018
O -0.9795 -1.5204 -2.8317
C 0.0533 0.1459 -1.1695
H -0.9653 -0.0286 0.4765
C -0.5089 -0.7515 -2.1534
O 1.0790 -0.3447 -1.9616
N -0.0036 -0.2526 0.3003
H -0.1102 1.1954 -1.3341
H 0.8395 0.0158 0.7874
*
```

Atomic partial charges in e from the Löwdin method, atoms 1 to 6: number 1, H, carries 0.199; number 2, O, carries 0.328; number 3, C, carries -0.271; number 4, H, carries 0.177; number 5, C, carries -0.141; number 6, O, carries 0.056

***

Record 3
ORCA calculation (ωB97M-V with the def2-TZVPD basis set) on a 2-piece molecular cluster, C2H4NO2 overall.

The expectation value of S² is 2.01. The relative energy (zero: lowest compared OMol25 entry of this formula, charge and spin) is 75.20 kcal per mole. Its gap between HOMO and LUMO (alpha / beta) is 9.0 / 6.1 eV.

ORCA input file:
```
! RIJCOSX wB97M-V def2-TZVPD def2/J DEFGRID3
* xyz 1 3
H -2.6025 -1.2500 0.2750
H -2.2100 0.1142 -0.6158
C 0.3844 0.2409 0.3529
H 1.9793 0.7644 -1.1353
H 0.1262 1.2529 0.6937
N -2.1645 -0.4016 0.2340
O -0.3114 -0.6970 -0.0217
O 2.8805 -0.2482 0.3402
C 1.9179 0.2243 -0.1230
*
```

Atomic partial charges in e from the Löwdin method, atoms 1 to 6: number 1, H, carries 0.067; number 2, H, carries 0.097; number 3, C, carries 0.001; number 4, H, carries 0.169; number 5, H, carries 0.161; number 6, N, carries 0.394

***

Record 4
ORCA calculation (ωB97M-V with the def2-TZVPD basis set) on one molecule with the formula C2H4NO2P.

The relative energy (zero: lowest compared OMol25 entry of this formula, charge and spin) is 124.39 kcal per mole. Its gap between HOMO and LUMO is 9.7 eV. The SMILES is C1Cp2on2O1.

ORCA input file:
```
! RIJCOSX wB97M-V def2-TZVPD def2/J DEFGRID3
* xyz 0 1
H 0.1107 0.9381 -1.3059
H -0.9659 -0.9633 -0.2718
O 1.2236 -1.3992 -2.1320
C -0.0329 -0.8072 0.1752
H 0.5793 1.1986 0.3956
C 0.4355 0.5114 -0.3017
N 2.2200 -0.9525 -1.1386
P 1.0595 -2.1494 -0.6987
O 2.0270 0.3133 -0.8799
H 0.2710 -0.9996 1.2166
*
```

Atomic partial charges in e from the Löwdin method, atoms 1 to 6: number 1, H, carries 0.138; number 2, H, carries 0.053; number 3, O, carries -0.355; number 4, C, carries -0.318; number 5, H, carries 0.045; number 6, C, carries -0.088

***

Record 5
ORCA calculation (ωB97M-V with the def2-TZVPD basis set) on an isolated ion of composition C2H4NO2S and charge -1.

The relative energy (zero: lowest compared OMol25 entry of this formula, charge and spin) is 29.21 kcal per mole. Its gap between HOMO and LUMO is 7.2 eV.

ORCA input file:
```
! RIJCOSX wB97M-V def2-TZVPD def2/J DEFGRID3
* xyz -1 1
H 0.2976 -1.4566 0.2418
H 1.0658 -0.3279 1.5621
O -1.8132 -0.3793 1.2879
H 0.0380 2.0908 -1.3825
S -1.7670 0.1796 -0.0897
C 0.2326 0.5401 -0.2585
H 2.0377 -0.6746 0.0429
C 1.0140 -0.5784 0.4256
N 0.7500 1.5361 -0.7714
O -1.8555 -0.9296 -1.0582
*
```

Atomic partial charges in e from the Löwdin method, atoms 1 to 6: number 1, H, carries 0.068; number 2, H, carries 0.091; number 3, O, carries -0.588; number 4, H, carries 0.053; number 5, S, carries 0.597; number 6, C, carries -0.560

***

Record 6
ORCA calculation (ωB97M-V with the def2-TZVPD basis set) on a 2-piece molecular cluster, C2H4NO3 overall.

The relative energy (zero: lowest compared OMol25 entry of this formula, charge and spin) is 6.55 kcal per mole. Its gap between HOMO and LUMO is 9.0 eV.

ORCA input file:
```
! RIJCOSX wB97M-V def2-TZVPD def2/J DEFGRID3
* xyz -1 1
H -0.2400 -0.5688 1.8359
O -0.3763 0.3733 -1.4918
O -2.4632 0.3660 -2.2959
H 2.2003 -0.6748 0.2427
C 1.5867 -0.7032 1.1386
O 2.1768 -0.8145 2.2204
N 0.2905 -0.4596 0.9863
H 0.0008 -0.1700 0.0238
C -1.5306 0.8625 -1.6444
H -1.6450 1.7890 -1.0157
*
```

Atomic partial charges in e from the Löwdin method, atoms 1 to 6: number 1, H, carries 0.101; number 2, O, carries -0.173; number 3, O, carries -0.111; number 4, H, carries 0.117; number 5, C, carries -0.456; number 6, O, carries -0.084

***

Record 7
ORCA calculation (ωB97M-V with the def2-TZVPD basis set) on one molecule with the formula C2H4NO3P.

The relative energy (zero: lowest compared OMol25 entry of this formula, charge and spin) is 17.01 kcal per mole. Its gap between HOMO and LUMO is 11.2 eV. The SMILES is O=C1CN[P@@H](=O)O1.

ORCA input file:
```
! RIJCOSX wB97M-V def2-TZVPD def2/J DEFGRID3
* xyz 0 1
H 1.7289 -0.4637 -0.2100
O -1.4246 -1.3254 1.8653
C 0.8968 0.0374 -0.6886
C 0.5190 1.2546 0.1233
H 0.1606 -1.9433 -0.4906
P -1.2675 -0.4403 0.7169
H 1.3780 0.2690 -1.7077
O 1.1635 2.2196 0.1550
O -0.5706 1.0609 0.8491
H -2.4151 0.2605 0.1065
N -0.1690 -0.9295 -0.7192
*
```

Atomic partial charges in e from the Löwdin method, atoms 1 to 6: number 1, H, carries 0.119; number 2, O, carries -0.308; number 3, C, carries -0.218; number 4, C, carries -0.593; number 5, H, carries 0.126; number 6, P, carries 0.704

***

Record 8
ORCA calculation (ωB97M-V with the def2-TZVPD basis set) on an isolated ion of composition C2H4NO4P and charge -2.

The relative energy (zero: lowest compared OMol25 entry of this formula, charge and spin) is 87.06 kcal per mole. Its gap between HOMO and LUMO is 7.0 eV. The SMILES is C[C@@H](N=O)P(=O)([O-])[O-].

ORCA input file:
```
! RIJCOSX wB97M-V def2-TZVPD def2/J DEFGRID3
* xyz -2 1
O -0.3469 -1.3894 2.4886
H -1.0231 1.1107 0.1481
C -0.4682 0.0904 -0.1127
H -0.8271 -0.7142 0.3667
N 1.0916 1.0973 1.5918
C 1.1175 0.1516 0.6616
P 0.8712 -1.6359 1.6922
H 1.9312 0.1267 0.0005
O 2.1629 1.7778 1.8005
H -0.1795 0.2173 -1.2040
O 0.7194 -2.4990 0.4492
O 2.1120 -1.9157 2.5134
*
```

Atomic partial charges in e from the Löwdin method, atoms 1 to 6: number 1, O, carries -0.422; number 2, H, carries 0.067; number 3, C, carries -0.072; number 4, H, carries -0.063; number 5, N, carries -0.163; number 6, C, carries -0.357

***

Record 9
ORCA calculation (ωB97M-V with the def2-TZVPD basis set) on a 2-piece molecular cluster, C2H4NO4S overall.

The relative energy (zero: lowest compared OMol25 entry of this formula, charge and spin) is 127.20 kcal per mole. Its gap between HOMO and LUMO (alpha / beta) is 7.4 / 7.0 eV.

ORCA input file:
```
! RIJCOSX wB97M-V def2-TZVPD def2/J DEFGRID3
* xyz -1 1
C 1.1035 0.3881 -0.7731
N 1.1566 -1.2330 0.5047
S -2.1411 0.1193 0.0408
O 1.8837 -0.8060 -0.6874
O -2.4986 -1.2262 -0.3491
C 0.5237 0.0907 0.6269
H 1.6981 1.2504 -0.8169
H 0.3907 0.4608 -1.4910
H 0.7980 0.5414 1.6077
O -2.1964 1.0756 -1.1318
O -2.5488 0.7148 1.2943
H 1.8306 -1.3757 1.1749
*
```

Atomic partial charges in e from the Löwdin method, atoms 1 to 6: number 1, C, carries -0.209; number 2, N, carries -0.032; number 3, S, carries 0.515; number 4, O, carries -0.153; number 5, O, carries -0.394; number 6, C, carries -0.128

***

Record 10
ORCA calculation (ωB97M-V with the def2-TZVPD basis set) on C2H4NO4S2 as an isolated structure.

The relative energy (zero: lowest compared OMol25 entry of this formula, charge and spin) is 38.86 kcal per mole. Its gap between HOMO and LUMO is 7.8 eV.

ORCA input file:
```
! RIJCOSX wB97M-V def2-TZVPD def2/J DEFGRID3
* xyz -1 1
H 1.8630 -0.1680 -1.6401
N -0.9743 0.3010 0.1148
O -1.0154 -1.0036 2.1544
H -0.3011 1.6805 -1.3015
O -2.4431 0.9178 2.0918
H 0.3136 -0.3676 -2.4816
O 0.5498 -1.4168 -0.8661
C 0.7594 -0.2149 -1.4825
S 0.1778 -1.5473 0.7559
C 0.0264 0.8750 -0.5981
H 0.7491 1.4881 0.1196
O 1.3705 -1.0774 1.4136
S -1.0758 0.5332 1.7197
*
```

Atomic partial charges in e from the Löwdin method, atoms 1 to 6: number 1, H, carries 0.114; number 2, N, carries -0.338; number 3, O, carries -0.632; number 4, H, carries 0.098; number 5, O, carries -0.521; number 6, H, carries 0.107

***

- Which formula does entry 8 have?
  C2H4NO4P

***

- The highest relative energy (zero: lowest compared OMol25 entry of this formula, charge and spin) belongs to which entry?
  C2H4NO4S